No. 1
Below is a structure of composition C44H48F3FeGeN3O4S2Sb at a distorted geometry, with properties calculated with the ωB97M-V functional and the def2-TZVPD basis.

XYZ file:
```
107
Properties=species:S:1:pos:R:3:forces:R:3
Fe 0.517 0.624 -0.056 0.7 -0.1 0.4
C -0.349 5.257 -1.599 0.0 -1.7 0.0
C -0.322 4.742 -0.156 0.3 2.2 -1.6
C -0.534 5.661 0.791 0.7 1.3 0.9
C -0.210 5.339 2.162 -0.2 1.3 -0.6
C -0.476 4.100 2.544 0.6 -1.5 1.8
C 0.009 2.601 0.789 -1.6 -0.8 1.4
N 0.240 3.524 0.029 0.7 0.1 -2.0
Sb 3.199 1.187 2.212 -1.5 -0.3 1.4
C 3.361 1.780 0.204 0.0 -0.3 -0.5
C 4.388 2.696 -0.023 -1.1 -0.5 -0.8
C 4.488 3.286 -1.256 0.1 -0.4 -0.6
C 3.653 2.827 -2.258 -0.9 0.1 0.0
C 2.631 1.912 -1.969 0.8 -0.5 -0.7
C 1.890 1.255 -3.092 -0.1 0.1 -0.2
N 2.460 1.394 -0.751 0.7 0.9 1.0
C 4.436 -0.555 2.236 0.5 0.3 -1.3
C 4.608 -1.486 3.237 -0.4 -0.5 0.7
C 5.565 -2.478 3.110 0.1 -0.5 0.6
C 6.317 -2.535 1.959 0.9 0.0 -0.6
C 6.084 -1.588 0.951 -0.6 0.1 0.7
C 6.761 -1.609 -0.377 0.1 -0.5 0.0
N 5.176 -0.616 1.117 0.6 -0.3 -0.2
H -0.233 6.322 -1.685 0.3 0.5 0.2
H -1.308 5.028 -2.052 -0.2 -0.2 -0.3
H 0.442 4.724 -2.159 -0.4 0.4 0.1
H -0.671 6.719 0.483 -0.1 -0.8 0.2
H 0.341 6.052 2.807 -0.6 -0.6 -0.4
H -0.021 3.754 3.488 -0.4 -0.1 -0.1
H 5.070 2.905 0.755 0.5 0.3 0.7
H 5.270 3.994 -1.460 0.1 0.3 -0.1
H 3.714 3.184 -3.278 0.1 0.1 0.1
H 2.245 1.659 -4.037 -0.3 0.1 -0.1
H 0.803 1.308 -3.016 0.0 0.3 0.0
H 2.141 0.197 -3.088 0.1 -0.2 0.1
H 3.949 -1.485 4.087 -0.1 0.1 0.3
H 5.746 -3.247 3.893 -0.3 0.8 -0.5
H 7.137 -3.266 1.871 -0.6 0.3 -0.1
H 7.437 -2.469 -0.483 0.2 0.5 0.2
H 7.201 -0.636 -0.594 0.3 -0.2 0.0
H 6.001 -1.778 -1.120 -0.5 0.1 -0.3
C -1.097 1.220 5.000 -0.4 0.2 -1.6
C 0.149 0.542 5.544 -0.2 0.5 -1.0
C 0.225 -0.943 5.268 0.7 -0.5 -0.3
S 0.732 -1.258 3.507 -0.2 0.1 0.7
O -1.170 3.197 1.836 0.7 -1.0 -0.2
C 0.297 -3.019 3.274 0.0 0.3 0.2
C -0.701 -3.212 2.145 -0.5 0.6 0.7
C -2.083 -2.635 2.422 -0.8 0.7 0.5
H -1.347 2.148 5.489 0.1 0.3 0.5
H -1.963 0.569 5.076 -0.2 -0.2 0.2
H -1.075 1.512 3.923 0.4 -0.5 0.6
H 0.154 0.694 6.593 0.1 0.0 1.2
H 1.035 1.047 5.163 0.2 0.0 -0.1
H -0.748 -1.397 5.431 -0.1 -0.2 0.1
H 0.961 -1.397 5.969 -0.4 0.1 -0.6
H -0.097 -3.388 4.220 -0.1 -0.1 0.1
H 1.216 -3.555 3.067 0.1 -0.1 0.0
H -0.809 -4.258 1.957 0.1 -0.9 -0.2
H -0.302 -2.754 1.251 0.1 0.1 -0.3
H -2.605 -2.961 3.353 0.6 -0.4 -0.6
H -2.760 -2.824 1.576 0.1 0.0 0.3
H -2.047 -1.545 2.576 0.2 -0.2 -0.3
C -0.682 -0.197 -1.434 1.3 0.2 0.5
Ge -2.527 -0.313 -2.047 -0.1 0.6 -1.4
C -2.970 -2.214 -2.232 0.1 0.5 -0.1
C -2.508 -2.877 -1.114 0.0 -1.4 0.6
C -2.690 -4.258 -0.954 0.3 0.5 -0.4
C -3.298 -4.962 -1.980 -0.4 -0.1 -0.1
C -3.701 -4.334 -3.165 0.4 0.7 0.4
C -3.550 -2.931 -3.279 -0.3 -0.9 -0.9
C -3.759 0.560 -0.828 0.4 0.3 0.0
C -3.319 1.224 0.347 0.3 -1.1 -0.9
C -4.296 1.677 1.193 -0.4 1.0 1.5
C -5.673 1.595 0.898 1.0 -0.3 0.0
C -6.083 1.020 -0.289 0.8 0.3 -0.1
C -5.114 0.509 -1.161 -0.4 -0.3 0.0
C -2.802 0.456 -3.909 -0.4 0.5 0.5
C -2.140 -0.182 -4.963 0.0 0.0 -0.2
C -2.358 0.184 -6.280 -0.2 0.0 0.4
C -3.200 1.263 -6.545 1.0 -1.6 -1.0
C -3.889 1.886 -5.569 -1.2 1.3 1.4
C -3.710 1.503 -4.217 0.7 -0.7 -0.9
H 0.042 -0.771 -2.078 -0.8 0.3 0.4
H -1.989 -2.327 -0.339 0.0 0.0 0.0
H -2.283 -4.810 -0.108 -0.2 0.3 0.0
H -3.503 -6.014 -1.819 0.2 -0.1 -0.3
H -4.041 -4.959 -3.997 -0.2 0.4 0.3
H -3.856 -2.470 -4.248 0.3 -0.1 1.0
H -2.231 1.289 0.620 -1.3 0.0 -0.3
H -3.970 2.138 2.143 -0.3 -0.2 -0.6
H -6.410 1.938 1.603 0.0 0.2 0.2
H -7.127 1.032 -0.523 -0.4 -0.3 -0.3
H -5.443 0.014 -2.097 0.3 0.3 0.6
H -1.451 -0.996 -4.793 0.0 -0.2 0.3
H -1.948 -0.428 -7.077 0.2 0.3 0.0
H -3.331 1.518 -7.564 -0.3 0.4 -0.9
H -4.600 2.680 -5.910 0.6 -0.6 0.8
H -4.285 1.988 -3.450 -0.1 0.1 0.3
F 2.843 -4.872 -0.801 -0.1 0.4 0.3
C 2.625 -3.961 0.186 0.1 0.1 -1.3
F 1.620 -4.427 0.917 0.0 -0.1 0.4
F 3.742 -3.907 0.893 0.0 0.0 0.6
S 2.238 -2.312 -0.609 1.3 0.5 0.1
O 3.529 -1.942 -1.149 -0.3 0.0 0.4
O 1.264 -2.636 -1.598 -1.2 -0.5 -0.7
O 1.720 -1.441 0.468 0.0 -0.1 -0.3
```
Forces are in eV/Å.

total charge	-1
2S+1	5
maximum force	2.723	eV Å⁻¹
HOMO level (alpha / beta)	-2.82 / -3.39	eV
energy above the lowest of the compared OMol25 structures with the same formula, charge and spin	105.2	kcal per mole
frontier orbital gap (alpha / beta)	3.0 / 4.2	eV

No. 2
Below is a cluster of 2 separate species, C44H48F6N2O3 in total at a distorted geometry, with properties calculated with the ωB97M-V functional and the def2-TZVPD basis.

XYZ file:
```
103
Properties=species:S:1:pos:R:3:forces:R:3
C 2.240 0.908 3.766 0.2 -0.2 -0.1
C 2.271 0.841 2.251 0.0 0.2 -0.5
O 1.872 -0.471 1.781 0.0 0.5 -0.2
C 2.062 -0.885 0.491 0.9 0.2 -0.6
C 1.093 -1.948 0.148 1.1 0.7 1.1
C 1.224 -2.820 -1.061 0.3 -1.8 -0.6
O 1.525 -3.999 -0.848 -0.4 1.0 -0.1
C 0.977 -2.531 -2.534 -0.3 0.2 0.0
C 2.251 -2.037 -3.204 0.4 0.2 -0.4
C 3.303 -3.163 -3.392 0.0 0.5 -0.3
C 4.517 -3.046 -2.460 0.4 0.0 0.0
C 4.825 -4.278 -1.598 0.1 -0.1 0.2
C 5.522 -3.902 -0.273 -0.3 0.0 0.0
C 4.601 -3.159 0.720 0.1 0.4 -0.2
C 3.471 -4.007 1.307 0.2 -0.7 0.0
C 2.351 -3.298 2.091 0.1 0.2 0.1
C 1.021 -2.837 1.393 -1.1 -0.5 0.7
O 2.976 -0.479 -0.230 -1.0 0.0 0.8
H 2.366 1.957 4.058 0.0 -0.1 -0.1
H 1.274 0.560 4.155 0.3 0.0 -0.1
H 3.061 0.335 4.209 -0.2 0.0 0.0
H 1.527 1.552 1.866 0.4 -0.2 0.2
H 3.265 1.103 1.849 -0.4 -0.1 0.1
H 0.688 -3.482 -3.004 0.0 0.2 0.4
H 0.149 -1.850 -2.705 0.2 0.1 0.2
H 2.017 -1.616 -4.194 -0.1 -0.1 0.3
H 2.669 -1.220 -2.599 0.0 -0.1 -0.3
H 2.814 -4.138 -3.284 0.1 0.1 0.0
H 3.669 -3.091 -4.428 -0.2 -0.2 0.2
H 5.398 -2.857 -3.092 -0.1 0.1 0.3
H 4.413 -2.160 -1.818 -0.1 -0.2 -0.1
H 3.904 -4.839 -1.381 0.2 0.2 -0.1
H 5.483 -4.949 -2.173 -0.2 0.0 0.2
H 5.918 -4.813 0.201 0.0 0.2 -0.1
H 6.379 -3.250 -0.503 -0.1 -0.2 0.1
H 5.230 -2.794 1.547 -0.1 0.0 -0.1
H 4.208 -2.253 0.237 0.1 -0.3 0.1
H 3.015 -4.644 0.539 0.2 0.2 0.3
H 3.967 -4.692 2.018 -0.2 0.1 -0.2
H 2.049 -4.023 2.862 -0.2 0.3 -0.1
H 2.771 -2.440 2.631 0.0 -0.2 -0.1
H 0.467 -2.260 2.150 0.1 -0.4 -0.1
H 0.444 -3.748 1.167 0.1 0.5 0.0
F -0.716 8.334 0.389 0.6 -0.9 0.1
C 0.134 7.274 0.416 1.2 0.6 -1.1
F 0.246 6.787 -0.864 -0.3 0.6 1.0
F 1.387 7.737 0.756 -1.3 -0.1 -0.3
C -0.267 6.175 1.357 0.4 -0.5 0.0
N 0.752 5.121 1.289 -0.9 1.3 -0.2
C 1.631 5.056 2.395 0.7 0.3 0.5
C 1.099 5.077 3.697 0.1 -0.3 -0.5
C 1.951 4.998 4.789 0.2 0.2 0.2
C 3.335 4.913 4.594 0.0 -0.1 -0.1
C 3.862 4.931 3.299 0.1 0.1 0.2
C 3.018 5.056 2.203 -0.5 -0.2 -0.1
C 0.594 4.067 0.408 0.0 -1.0 -0.3
C 1.689 3.267 0.009 -0.5 0.8 0.4
C 1.491 1.984 -0.432 -0.3 -0.6 -0.5
C 0.192 1.386 -0.504 0.4 1.2 0.8
C -0.013 -0.034 -0.790 0.5 -0.3 -1.1
C -1.393 -0.395 -1.113 -1.3 -0.3 0.1
C -1.822 -0.650 -2.439 0.5 0.1 0.7
C -3.130 -1.001 -2.716 -0.4 0.0 0.2
C -4.112 -0.979 -1.705 0.9 0.3 0.3
N -5.404 -1.397 -1.956 -0.2 -0.3 -1.1
C -5.821 -1.745 -3.314 0.3 0.0 0.6
C -6.297 -0.495 -3.993 -0.4 1.7 -0.1
F -6.680 -0.667 -5.284 0.3 0.0 1.0
F -7.366 0.028 -3.299 0.8 -0.4 -0.9
F -5.327 0.478 -3.981 -0.9 -0.8 -0.2
C -6.350 -1.648 -0.946 -1.3 0.0 0.5
C -6.860 -0.597 -0.160 0.3 -0.6 -0.1
C -7.806 -0.872 0.828 0.1 -0.1 -0.2
C -8.289 -2.176 0.991 0.2 0.1 0.0
C -7.842 -3.206 0.156 -0.2 0.2 -0.2
C -6.910 -2.938 -0.843 0.5 0.5 0.4
C -3.736 -0.509 -0.422 0.0 -0.3 -0.4
C -2.402 -0.301 -0.118 0.4 0.0 -0.6
C -0.886 2.326 -0.371 0.6 -0.6 0.0
C -0.678 3.647 -0.028 0.1 0.0 0.3
H -0.272 6.600 2.361 -0.3 -0.1 -0.2
H -1.250 5.803 1.068 0.0 0.2 0.3
H 0.011 5.121 3.821 0.5 -0.1 0.1
H 1.532 5.020 5.801 0.2 -0.1 -0.4
H 4.004 4.833 5.451 -0.2 0.0 -0.2
H 4.942 4.874 3.129 -0.4 0.1 0.2
H 3.399 5.163 1.185 0.0 0.0 0.5
H 2.684 3.688 0.109 -0.2 -0.4 0.0
H 2.386 1.405 -0.649 -0.4 0.0 -0.1
H 0.776 -0.471 -1.388 -0.4 0.6 -0.5
H -1.131 -0.538 -3.280 -0.2 -0.2 0.4
H -3.390 -1.287 -3.734 0.2 0.3 0.3
H -4.999 -2.187 -3.886 -0.4 -0.1 0.0
H -6.674 -2.423 -3.241 0.3 0.0 -0.3
H -6.485 0.415 -0.340 -0.2 -0.4 0.1
H -8.168 -0.049 1.448 0.0 -0.4 -0.1
H -9.015 -2.386 1.774 0.1 0.0 -0.2
H -8.234 -4.221 0.256 0.1 0.4 0.0
H -6.562 -3.715 -1.530 -0.1 0.2 0.4
H -4.511 -0.308 0.310 0.3 -0.3 0.0
H -2.131 0.002 0.898 0.0 -0.2 -0.3
H -1.915 2.020 -0.505 0.2 -0.1 -0.2
H -1.520 4.330 -0.017 0.0 -0.3 0.1
```
Forces are in eV/Å.

total charge	0
2S+1	1
maximum force	1.879	eV Å⁻¹
HOMO level	-7.38	eV
frontier orbital gap	6.3	eV

Question: Which of these has the lowest 2S+1?
Answer: C44H48F6N2O3

Question: maximum force of number 2 (C44H48F6N2O3)?
Answer: 1.879 eV Å⁻¹